1.
Molecular formula: C3H15N2O2
Method: DFT, ωB97M-V/def2-TZVPD

Each line ends with the Mulliken charge.
Cartesian coordinates (Å):
C  -2.04423  0.47473  0.00048  -0.714
C  -1.49071  0.05617  -1.32834  -0.474
C  -0.02420  0.48974  -1.63782  -0.691
N  0.86602  -0.17793  -0.67407  -0.231
N  -1.90030  -0.65663  1.06046  -0.514
H  -3.05078  0.96639  -0.26725  0.327
H  -1.53796  1.39836  0.44763  0.364
H  -1.49687  -1.07392  -1.35729  0.324
H  -2.21416  0.48815  -2.06964  0.350
H  0.05856  0.33220  -2.71112  0.326
H  0.03754  1.62877  -1.33322  0.350
H  1.00075  -1.17002  -1.00943  0.428
H  0.53847  -0.15810  0.27074  0.260
H  1.81534  0.30492  -0.67363  0.419
H  -2.66428  -1.23385  0.74789  0.250
H  -1.94623  -0.29456  1.96935  0.218
H  3.72464  -1.08804  -0.12035  0.288
H  3.08603  -2.41014  -0.63141  0.298
O  2.91236  -1.43672  -0.41796  -0.585
H  0.91211  0.68190  3.67776  0.330
H  1.80980  1.92888  3.01901  0.338
O  1.60809  0.94972  3.03821  -0.663

Kohn-Sham gap	10.327	eV
E	-383.00538	Eh
charge	+1
relative energy (zero: lowest compared OMol25 entry of this formula, charge and spin)	185.2	kJ/mol

***

2.
Molecular formula: C7H14O
Method: DFT, ωB97M-V/def2-TZVPD

Each line ends with the Mulliken charge.
Cartesian coordinates (Å):
C  2.14916  -2.03602  -1.08901  -1.167
C  1.22620  -0.82442  -1.25444  -0.443
C  1.04026  0.06991  -0.02682  0.584
C  -0.14124  0.16151  0.66494  -0.167
C  -1.32830  -0.60302  0.59318  -0.042
C  -2.40948  -0.22726  1.37766  -1.034
C  2.25007  0.90344  0.34254  -1.337
H  1.77207  -2.63834  -0.29433  0.355
H  3.12618  -1.79527  -0.74140  0.363
H  2.19024  -2.52079  -2.05616  0.325
H  1.79234  -0.15474  -1.95790  0.292
H  0.15206  -1.05380  -1.62575  0.312
H  -0.16907  1.10057  1.29538  0.156
H  -1.38185  -1.44614  -0.10984  0.289
H  -3.29871  -0.83200  1.51456  0.325
H  -1.78309  0.45516  2.52452  0.203
H  2.40227  1.61145  -0.55135  0.291
H  3.08878  0.22660  0.52148  0.298
H  2.17688  1.46746  1.29330  0.375
H  -2.46948  1.44683  0.27464  0.399
H  -2.99627  1.73813  -1.08556  0.315
O  -2.65799  2.23338  -0.31322  -0.690

Kohn-Sham gap	8.725	eV
E	-350.22499	Eh
relative energy (zero: lowest compared OMol25 entry of this formula, charge and spin)	353.1	kJ/mol

***

3.
Molecular formula: C2H8ClO2V
Method: DFT, ωB97M-V/def2-TZVPD

Each line ends with the Löwdin spin population.
Cartesian coordinates (Å):
V  -0.43135  -2.45082  1.03531  3.019
Cl  0.23796  -0.31352  -0.12857  -0.005
C  -1.83470  -0.60688  -3.17285  0.000
O  -1.38462  0.70289  -2.73731  -0.006
H  -1.56374  -0.84182  -4.20216  0.000
H  -1.42390  -1.42455  -2.58060  0.000
H  -2.90298  -0.72433  -2.99096  0.000
H  -0.97057  0.56633  -1.88203  0.000
C  1.69450  1.20734  2.72164  0.157
O  2.25947  -0.08890  2.93074  0.689
H  1.41805  1.39789  1.68464  0.085
H  0.82433  1.47300  3.32191  0.044
H  2.49171  1.87585  3.04668  0.007
H  1.58586  -0.77251  2.95350  0.010

Kohn-Sham gap (spin up / spin down)	3.507 / 1.211	eV
E	-1634.72641	Eh
charge	+2
multiplicity	5
relative energy (zero: lowest compared OMol25 entry of this formula, charge and spin)	468.8	kJ/mol

***

4.
Molecular formula: C13H14Br2N2O3PdS2
Method: DFT, ωB97M-V/def2-TZVPD

Each line ends with the Mulliken charge.
Cartesian coordinates (Å):
Pd  -0.77281  0.21383  -0.53220  0.768
Br  -3.01975  -4.06239  1.12634  -0.135
C  -1.23211  -3.73481  0.64206  -0.389
C  -0.28542  -4.76585  0.74668  -0.340
C  1.02995  -4.55590  0.42901  -0.155
Br  2.26516  -5.97918  0.60448  -0.233
C  1.46342  -3.28719  -0.01428  1.080
C  2.79173  -2.93384  -0.35212  -0.651
C  3.08492  -1.66072  -0.75147  -0.879
C  2.05621  -0.70364  -0.82548  -0.349
N  0.81923  -1.00924  -0.52255  -0.096
C  0.49129  -2.27573  -0.11911  -0.619
C  -0.88143  -2.46662  0.20675  1.522
O  -1.69078  -1.45636  0.10509  -0.946
H  -0.60985  -5.73778  1.09134  0.427
H  3.56957  -3.68288  -0.28730  0.345
H  4.09365  -1.37534  -1.01275  0.416
H  2.23317  0.31829  -1.13682  0.463
C  -0.44100  1.30634  5.01925  -1.071
C  -0.64963  -0.12310  4.54484  -0.616
S  -0.30496  -0.37073  2.79088  0.718
O  -1.03708  0.74449  2.07691  -0.655
C  1.47780  0.05871  2.78087  -0.650
C  1.73302  1.45854  2.24108  -0.991
H  -0.84154  1.43248  6.02499  0.387
H  -0.95908  1.99658  4.35441  0.287
H  0.61596  1.57227  5.04501  0.235
H  -1.69356  -0.42392  4.64375  0.401
H  -0.03425  -0.84983  5.08015  0.404
H  1.94548  -0.69403  2.14304  0.318
H  1.86289  -0.07416  3.79226  0.563
H  1.34460  1.56284  1.23034  0.149
H  2.80758  1.65022  2.22033  0.396
H  1.25495  2.21998  2.85306  0.332
O  -2.21034  1.72400  -1.74554  -0.560
S  -0.91989  2.39241  -2.08964  0.453
N  0.23177  1.74336  -1.38375  -0.327

Kohn-Sham gap	7.263	eV
E	-6911.24982	Eh
relative energy (zero: lowest compared OMol25 entry of this formula, charge and spin)	0.0	kJ/mol

***

5.
Molecular formula: C3H3N3
Method: DFT, ωB97M-V/def2-TZVPD

Each line ends with the Mulliken charge.
Cartesian coordinates (Å):
C  -0.69264  -0.30690  0.05804  0.548
C  0.12031  0.91984  0.14933  0.076
C  1.32968  -0.80981  -0.11146  -0.044
H  -2.28325  0.60767  -0.24626  0.245
H  -0.39103  1.89550  0.30862  0.312
H  2.28061  -1.21261  -0.25462  0.414
N  -1.94623  -0.37166  -0.08958  -0.569
N  1.34678  0.67575  -0.04181  -0.542
N  0.23577  -1.39777  0.22774  -0.440

Kohn-Sham gap	9.622	eV
E	-280.32105	Eh
structure (SMILES)	[H]/N=C1\C=NC=N1
relative energy (zero: lowest compared OMol25 entry of this formula, charge and spin)	156.8	kJ/mol

***

6.
Molecular formula: C6H10
Method: DFT, ωB97M-V/def2-TZVPD

Each line ends with the Mulliken charge.
Cartesian coordinates (Å):
C  1.85285  1.05960  -0.60243  -1.065
C  1.30128  -0.26277  -0.00172  -0.571
C  -0.10692  -0.09668  0.42264  0.856
C  -0.29170  0.86356  1.38242  -0.813
C  -2.26939  -0.89883  -0.79972  -0.871
C  -0.98841  -0.94978  -0.34716  -0.235
H  1.75333  1.67095  0.29808  0.385
H  1.36293  1.45475  -1.49130  0.307
H  2.92773  1.01789  -0.80780  0.327
H  2.63502  0.18820  1.37358  0.148
H  1.49612  -1.13736  -0.63802  0.173
H  -1.31916  1.28818  1.52159  0.226
H  0.35116  0.91935  2.23211  0.329
H  -2.54767  -1.69758  -1.52719  0.228
H  -2.96704  -0.09344  -0.68439  0.312
H  -0.55914  -1.92540  -0.54859  0.265

Kohn-Sham gap	7.950	eV
E	-234.38893	Eh
relative energy (zero: lowest compared OMol25 entry of this formula, charge and spin)	560.8	kJ/mol

***

Question: Look up the relative energy (zero: lowest compared OMol25 entry of this formula, charge and spin) of the third one.
Answer: 468.8 kJ/mol